Version w
Formula: C5H13NO2
Source: OMol25
Level of theory: ωB97M-V/def2-TZVPD

HOMO-LUMO gap: 9.34 eV
Structure (SMILES): C=NC(=C)CC.O.O
Spin multiplicity: 1

XYZ file:
```
21
C5H13NO2 | OMol25 | ωB97M-V/def2-TZVPD
C 1.239 -1.599 -1.378
C 1.021 -0.054 -1.343
C 0.033 0.041 -0.137
C -1.311 0.104 -0.344
C 0.798 1.438 1.497
N 0.634 0.202 1.110
H 0.299 -2.094 -1.732
H 1.952 -1.883 -2.130
H 1.345 -2.086 -0.484
H 0.640 0.390 -2.364
H 1.986 0.360 -1.028
H -1.717 0.009 -1.422
H -2.034 0.029 0.394
H 1.550 1.487 2.320
H 0.315 2.294 1.071
H 0.206 -1.774 3.569
H 0.824 -1.321 2.286
O 1.100 -1.816 3.090
H -3.357 1.447 -1.320
H -2.558 2.801 -0.975
O -2.965 2.025 -0.683
```

---

Version x
Formula: C5H13NO2
Source: OMol25
Level of theory: ωB97M-V/def2-TZVPD

HOMO-LUMO gap: 10.29 eV
Structure (SMILES): CC(=O)NC(C)C.O
Spin multiplicity: 1

XYZ file:
```
21
C5H13NO2 | OMol25 | ωB97M-V/def2-TZVPD
C -2.367 2.133 -1.591
C -1.143 1.992 -0.750
N -0.648 0.722 -0.613
C 1.850 1.006 -0.514
C 0.562 0.551 0.178
C 0.708 -0.936 0.520
O -0.656 2.951 -0.196
H -2.879 3.040 -1.295
H -1.992 2.178 -2.615
H -3.016 1.321 -1.527
H -0.833 0.023 -1.313
H 2.641 1.247 0.183
H 2.161 0.261 -1.235
H 1.677 1.923 -1.084
H 0.443 1.026 1.145
H -0.140 -1.357 1.072
H 1.563 -1.113 1.178
H 0.946 -1.603 -0.317
H 0.908 -5.576 3.277
H -0.324 -5.019 2.571
O 0.539 -4.768 2.923
```

---

Among the structures shown above, version x is the most stable, with the second-best lying 313.8 kJ/mol higher.